Density functional theory data (ωB97M-V with the def2-TZVPD basis set) for a 15-piece molecular cluster, C80H203N13O28 overall at a distorted geometry.

The geometry in ORCA input format:
```
! RIJCOSX wB97M-V def2-TZVPD def2/J DEFGRID3
* xyz 0 1
C -4.381 -0.174 6.077
O -3.664 -1.307 5.599
H -5.423 -0.157 5.848
H -4.202 -0.042 7.128
H -4.032 0.702 5.583
H -2.743 -0.899 5.662
C -0.645 -5.573 2.957
O -1.041 -5.345 1.626
H -0.599 -6.638 3.042
H 0.339 -5.140 3.062
H -1.346 -5.150 3.695
H -0.671 -4.467 1.369
C -8.593 -0.203 3.133
O -8.248 -1.521 2.834
C -7.451 -2.204 3.820
C -7.446 -3.699 3.488
N -6.533 -4.030 2.433
C -7.042 -3.876 1.077
C -5.986 -3.786 -0.011
O -6.505 -4.285 -1.250
C -5.532 -4.145 -2.242
H -8.979 0.318 2.255
H -7.876 0.548 3.551
H -9.401 -0.079 3.891
H -7.928 -2.063 4.798
H -6.396 -1.776 3.760
H -8.486 -4.054 3.282
H -7.071 -4.240 4.395
H -6.203 -4.984 2.528
H -7.690 -2.990 1.035
H -7.662 -4.761 0.818
H -5.044 -4.295 0.191
H -5.555 -2.778 -0.248
H -4.574 -4.566 -1.928
H -5.344 -3.075 -2.520
H -6.020 -4.645 -3.078
C 2.321 -1.484 -2.367
O 2.477 -2.271 -3.506
C 1.355 -2.336 -4.355
C 1.579 -3.261 -5.556
N 1.778 -4.621 -5.061
C 2.143 -5.528 -6.134
C 2.693 -6.836 -5.549
O 3.588 -7.492 -6.435
C 2.941 -7.949 -7.572
H 1.403 -1.779 -1.833
H 2.133 -0.349 -2.540
H 3.211 -1.640 -1.759
H 1.088 -1.310 -4.703
H 0.478 -2.810 -3.856
H 2.426 -2.857 -6.143
H 0.717 -3.214 -6.223
H 2.595 -4.525 -4.463
H 2.895 -5.111 -6.829
H 1.194 -5.632 -6.627
H 1.943 -7.528 -5.292
H 3.359 -6.627 -4.677
H 2.358 -7.136 -8.006
H 2.128 -8.733 -7.317
H 3.693 -8.378 -8.230
C 0.971 -1.619 8.692
O 0.704 -1.382 7.357
C -0.400 -2.179 6.994
C -0.678 -1.919 5.566
N -0.963 -0.482 5.448
C -1.091 0.022 4.066
C -1.341 1.535 4.092
O -0.298 2.166 4.830
C -0.571 3.527 4.915
H 0.823 -2.693 8.865
H 0.360 -1.003 9.304
H 2.010 -1.252 8.937
H -1.285 -1.763 7.549
H -0.208 -3.188 7.298
H -1.526 -2.491 5.247
H 0.187 -2.229 4.974
H -0.180 -0.016 5.905
H -1.913 -0.514 3.555
H -0.246 -0.328 3.447
H -2.291 1.656 4.710
H -1.491 1.905 3.073
H 0.283 4.019 5.403
H -1.419 3.692 5.527
H -0.580 3.976 3.961
C 3.784 4.044 -1.088
O 5.055 4.740 -1.058
C 4.957 6.165 -1.174
C 4.458 6.900 0.078
N 4.418 8.335 -0.110
C 4.076 9.037 1.120
C 4.027 10.569 0.948
O 3.219 10.900 -0.211
C 3.303 12.281 -0.613
H 3.172 4.079 -0.159
H 4.139 3.012 -1.322
H 3.143 4.417 -1.886
H 4.174 6.424 -1.989
H 5.910 6.648 -1.448
H 5.109 6.616 0.898
H 3.416 6.569 0.204
H 3.796 8.646 -0.895
H 4.729 8.893 1.978
H 3.085 8.721 1.453
H 5.096 10.986 0.891
H 3.637 10.962 1.881
H 2.761 12.926 0.041
H 2.841 12.358 -1.604
H 4.346 12.530 -0.639
C -3.496 2.163 -2.769
O -3.140 1.318 -3.903
C -2.450 0.145 -3.505
C -2.744 -1.026 -4.458
N -4.198 -1.248 -4.576
C -4.472 -2.372 -5.488
C -5.953 -2.585 -5.852
O -6.641 -1.420 -6.304
C -7.242 -0.665 -5.269
H -2.702 2.328 -2.038
H -4.364 1.830 -2.276
H -3.698 3.156 -3.169
H -2.712 -0.134 -2.490
H -1.390 0.372 -3.460
H -2.305 -1.890 -3.979
H -2.271 -0.940 -5.447
H -4.600 -0.413 -4.976
H -4.092 -3.315 -5.074
H -3.969 -2.179 -6.419
H -6.519 -3.025 -5.001
H -6.019 -3.391 -6.668
H -7.418 0.328 -5.653
H -6.559 -0.637 -4.468
H -8.164 -1.117 -4.925
C -5.081 0.216 2.123
O -5.371 1.593 1.901
C -4.813 1.915 0.640
C -4.683 3.414 0.480
N -3.746 3.933 1.517
C -3.574 5.367 1.493
C -2.885 5.846 2.724
O -2.289 7.090 2.474
C -1.782 7.790 3.555
H -5.378 -0.176 3.077
H -4.048 -0.031 1.956
H -5.602 -0.358 1.299
H -5.409 1.484 -0.168
H -3.865 1.473 0.548
H -5.692 3.851 0.539
H -4.211 3.628 -0.461
H -4.183 3.616 2.418
H -4.478 6.016 1.437
H -2.985 5.643 0.585
H -2.137 5.080 3.030
H -3.690 5.841 3.478
H -0.902 8.417 3.283
H -1.425 7.033 4.261
H -2.542 8.435 4.032
C 1.623 -2.704 1.842
O 1.569 -3.959 1.274
C 2.505 -4.267 0.309
C 2.291 -5.696 -0.187
N 0.982 -5.915 -0.693
C 0.423 -5.011 -1.639
C -0.958 -5.533 -2.011
O -1.725 -4.764 -2.950
C -1.430 -5.045 -4.307
H 0.888 -2.601 2.687
H 1.398 -1.808 1.205
H 2.652 -2.364 2.171
H 3.493 -4.156 0.735
H 2.382 -3.612 -0.594
H 2.437 -6.315 0.741
H 2.985 -5.879 -0.954
H 0.349 -5.973 0.074
H 0.986 -4.989 -2.563
H 0.294 -3.935 -1.303
H -1.561 -5.596 -1.116
H -0.911 -6.629 -2.280
H -0.349 -5.025 -4.511
H -2.032 -4.290 -4.880
H -1.861 -5.988 -4.642
C 3.081 -5.323 4.824
O 4.172 -4.453 4.724
C 4.100 -3.190 5.312
C 5.192 -2.287 4.902
N 5.197 -2.134 3.455
C 6.108 -1.012 3.070
C 6.420 -0.943 1.603
O 6.996 -2.137 1.102
C 7.803 -1.895 -0.039
H 2.129 -4.773 4.789
H 3.076 -5.957 5.739
H 3.131 -5.974 3.970
H 4.134 -3.354 6.426
H 3.123 -2.682 5.134
H 6.154 -2.599 5.315
H 4.943 -1.297 5.316
H 5.538 -2.984 3.006
H 7.016 -1.072 3.666
H 5.738 -0.042 3.353
H 7.175 -0.195 1.559
H 5.572 -0.598 0.913
H 8.202 -2.846 -0.347
H 8.540 -1.186 0.268
H 7.214 -1.497 -0.897
C 0.319 4.934 1.119
O 0.028 5.080 -0.255
C -0.072 6.451 -0.603
C -0.595 6.775 -1.972
N 0.499 6.423 -2.902
C 0.141 6.408 -4.327
C 1.376 6.426 -5.103
O 2.058 5.206 -4.985
C 3.408 5.434 -5.326
H -0.379 5.489 1.734
H 1.345 5.329 1.295
H 0.331 3.846 1.276
H 0.897 6.981 -0.489
H -0.684 6.853 0.235
H -0.806 7.845 -2.078
H -1.518 6.135 -2.094
H 0.813 5.511 -2.621
H -0.551 7.248 -4.488
H -0.425 5.539 -4.612
H 2.042 7.204 -4.754
H 1.149 6.646 -6.131
H 3.942 4.497 -5.154
H 3.933 6.130 -4.699
H 3.513 5.592 -6.409
C 1.217 1.964 -4.311
O 0.856 0.923 -5.123
C 0.355 1.361 -6.391
C 1.519 1.622 -7.294
N 2.227 0.434 -7.432
C 3.362 0.437 -8.333
C 4.267 1.651 -8.269
O 4.896 1.595 -6.997
C 5.707 2.829 -6.948
H 0.294 2.483 -4.025
H 1.818 2.730 -4.835
H 1.789 1.632 -3.445
H -0.201 2.353 -6.291
H -0.255 0.579 -6.779
H 2.106 2.485 -6.863
H 1.068 2.007 -8.204
H 2.352 -0.051 -6.548
H 3.036 0.378 -9.358
H 3.990 -0.465 -8.137
H 3.661 2.623 -8.346
H 5.063 1.639 -9.088
H 6.655 2.753 -7.482
H 5.955 2.943 -5.822
H 5.240 3.699 -7.264
C 4.201 5.298 3.279
O 5.596 5.325 3.289
C 6.204 4.467 4.217
C 6.273 2.984 3.868
N 6.967 2.602 2.684
C 6.280 2.896 1.445
C 7.036 2.488 0.126
O 8.216 3.336 0.140
C 8.389 4.071 -1.082
H 3.815 6.087 3.911
H 3.908 4.302 3.580
H 3.877 5.545 2.277
H 5.682 4.491 5.205
H 7.263 4.734 4.332
H 5.287 2.571 3.774
H 6.732 2.507 4.771
H 7.905 2.901 2.579
H 6.104 3.998 1.322
H 5.286 2.379 1.433
H 6.416 2.746 -0.714
H 7.380 1.456 0.102
H 7.450 4.555 -1.409
H 8.686 3.426 -1.919
H 9.146 4.838 -1.001
C -3.351 -4.250 6.758
O -3.253 -5.295 5.818
C -4.444 -5.521 5.046
C -4.136 -6.465 3.906
N -5.405 -6.844 3.267
C -5.226 -7.660 2.053
C -6.441 -7.609 1.168
O -6.296 -8.223 -0.070
C -5.468 -7.450 -0.949
H -3.478 -3.273 6.343
H -2.421 -4.282 7.336
H -4.206 -4.321 7.402
H -4.789 -4.579 4.616
H -5.159 -6.034 5.664
H -3.507 -7.294 4.272
H -3.570 -6.033 3.047
H -6.029 -7.375 3.902
H -4.923 -8.724 2.237
H -4.305 -7.285 1.568
H -6.699 -6.596 0.938
H -7.296 -8.164 1.627
H -4.441 -7.824 -1.108
H -5.361 -6.432 -0.627
H -6.007 -7.465 -1.921
C -3.004 -2.768 2.512
O -2.101 -1.983 1.801
C -2.250 -2.205 0.426
C -1.309 -1.293 -0.318
N -1.554 0.144 -0.051
C -0.570 1.073 -0.622
C 0.853 1.056 0.047
O 0.747 1.406 1.430
C 1.980 1.475 2.038
H -4.028 -2.492 2.467
H -2.659 -2.699 3.572
H -3.026 -3.821 2.116
H -3.309 -1.998 0.205
H -2.076 -3.278 0.195
H -1.529 -1.424 -1.328
H -0.242 -1.617 -0.191
H -1.550 0.136 1.010
H -0.933 2.111 -0.525
H -0.382 0.911 -1.757
H 1.438 1.842 -0.476
H 1.365 0.102 -0.036
H 2.725 2.038 1.511
H 2.519 0.524 2.096
H 1.929 1.837 3.041
*
```

* molecular weight: 1795.57 g mol⁻¹
* LUMO level: 0.0169 hartree

Here are the Mulliken charges for atoms 1 to 2, given in e: -0.97 -0.23